57
Properties=species:S:1:pos:R:3:forces:R:3:mulliken_charge:R:1 method="wB97M-V/def2-TZVPD" e_tot_ha=-1630.35411 e_above_lowest_kj_mol=0.9 spin_multiplicity=1 homo_lumo_gap_ev=10.0 smiles="CC[C@H](C)[C@@H](CC(=O)N[C@@]1(CO)CC[C@H](C)C1)NC(=O)c1cncc(Cl)c1" e_lumo_ha=0.016
C -2.597788 -2.335508 -4.405917 0.013 -0.011 0.009 -1.40
C -2.064163 -1.951863 -3.030659 0.006 0.028 0.006 -0.12
C -0.535807 -1.962204 -2.939421 0.022 -0.011 -0.030 0.34
C 0.012477 -3.387576 -2.966265 -0.015 0.008 -0.003 -1.56
C -0.068015 -1.226764 -1.678651 0.020 0.025 0.031 -0.50
C 1.458638 -1.258122 -1.489247 -0.026 -0.038 0.009 -1.36
C 1.866701 -0.263004 -0.417997 -0.082 0.047 -0.026 0.36
O 2.330060 0.832848 -0.710351 0.046 -0.008 0.010 -0.69
N 1.578118 -0.647433 0.842389 0.035 -0.014 0.003 0.14
C 1.920244 0.091514 2.065210 -0.003 -0.035 -0.025 1.08
C 3.430241 0.202840 2.192047 -0.006 0.007 0.052 -1.41
O 3.975135 -1.112881 2.176764 -0.020 -0.017 0.049 -0.55
C 1.225765 1.464043 2.110861 0.018 0.019 0.027 -0.88
C -0.172668 1.220600 2.718747 -0.003 0.017 0.001 -0.45
C -0.218514 -0.265043 3.119839 -0.038 -0.056 -0.017 1.19
C -1.029992 -0.538897 4.375011 0.020 0.005 0.009 -1.77
C 1.258005 -0.649895 3.229575 0.020 0.052 -0.010 -1.51
N -0.494921 0.166134 -1.675288 -0.004 -0.016 -0.031 0.05
C -1.347609 0.658899 -0.743876 -0.010 0.034 0.024 0.79
O -2.035292 -0.045381 -0.023389 0.005 -0.001 0.001 -0.69
C -1.411631 2.155821 -0.650560 0.010 -0.003 -0.006 0.61
C -2.608798 2.739585 -0.250112 0.001 0.017 -0.011 -0.51
N -2.768924 4.049595 -0.096844 0.017 -0.012 -0.007 -0.63
C -1.719998 4.833960 -0.322020 -0.003 -0.016 0.001 -0.26
C -0.484644 4.336295 -0.708941 0.003 0.015 0.002 0.08
Cl 0.841651 5.424311 -0.951232 -0.009 -0.010 0.002 -0.21
C -0.314735 2.975800 -0.883600 -0.012 -0.015 0.012 -0.63
H -3.687691 -2.315933 -4.420015 -0.001 0.006 0.003 0.41
H -2.243853 -1.637103 -5.167363 0.004 0.001 0.000 0.33
H -2.286447 -3.336898 -4.705433 -0.009 -0.009 0.002 0.31
H -2.429143 -0.955008 -2.776413 -0.003 -0.007 0.003 0.07
H -2.465171 -2.624742 -2.265542 0.004 -0.009 -0.009 0.34
H -0.133257 -1.413608 -3.802660 -0.013 -0.006 0.001 0.33
H -0.264404 -3.915966 -2.049133 0.005 -0.006 -0.001 0.36
H -0.396845 -3.948500 -3.805103 -0.002 -0.002 -0.006 0.43
H 1.097996 -3.413572 -3.059891 -0.001 0.002 -0.001 0.36
H -0.553170 -1.682283 -0.811463 -0.013 0.003 0.000 0.39
H 1.783100 -2.266110 -1.228112 0.011 0.008 -0.009 0.52
H 1.959702 -0.963694 -2.412960 0.014 0.002 0.002 0.34
H 1.317032 -1.611693 0.969316 0.003 -0.003 0.015 0.47
H 3.825040 0.800785 1.366390 0.001 0.004 0.000 0.42
H 3.654593 0.707584 3.137840 0.007 0.006 -0.002 0.55
H 4.905022 -1.065314 2.412486 0.015 0.005 -0.050 0.34
H 1.812364 2.115246 2.763839 0.005 0.013 -0.023 0.49
H 1.215850 1.932291 1.130212 -0.031 -0.023 0.004 0.19
H -0.316134 1.848730 3.601499 0.014 -0.007 0.008 0.48
H -0.980593 1.461322 2.028467 0.011 -0.002 -0.023 -0.03
H -0.663623 -0.826137 2.291652 -0.003 0.022 0.002 -0.09
H -0.608889 -0.001816 5.229353 -0.003 -0.001 0.002 0.38
H -2.063351 -0.211844 4.250032 -0.002 -0.004 -0.003 0.40
H -1.043760 -1.602904 4.619138 0.002 0.000 0.002 0.42
H 1.448567 -1.724937 3.212463 -0.007 -0.004 -0.004 0.43
H 1.675094 -0.259119 4.163991 -0.002 -0.010 0.000 0.26
H 0.077106 0.820010 -2.185907 0.005 0.012 0.009 0.35
H -3.463379 2.106305 -0.046063 -0.004 0.006 0.005 0.46
H -1.855718 5.900220 -0.184962 -0.007 0.001 0.001 0.38
H 0.660414 2.577002 -1.141704 -0.003 -0.010 -0.010 0.41

---

15
Properties=species:S:1:pos:R:3:forces:R:3:mulliken_charge:R:1 method="wB97M-V/def2-TZVPD" e_tot_ha=-532.11886 total_charge=-1 spin_multiplicity=2 homo_lumo_gap_ev="7.3 / 6.8" e_lumo_ha="0.135 / 0.117"
O 2.835909 1.934353 1.305087 -0.518 -0.347 0.591 -0.46
C 2.178222 1.841465 0.079242 -4.331 -1.169 -0.942 0.52
O 2.840352 2.208475 -0.908193 -0.509 -0.359 0.596 -0.69
O 0.864490 1.373282 0.146812 6.500 2.302 -0.065 -0.61
H 3.735756 2.234573 1.130721 -0.207 0.017 -0.436 0.29
C -0.518838 -2.330581 -1.156715 -0.017 -0.247 -0.104 -0.84
C -1.162924 -1.759362 0.046471 0.369 0.445 -0.007 -0.07
O -1.797819 -0.508595 -0.258183 -1.172 -0.633 -0.815 -0.12
C -1.396071 0.554239 0.388221 0.402 -0.774 2.378 -0.41
O -2.395571 1.410679 0.347536 -0.901 0.905 -0.982 -0.30
H 0.248190 -3.094997 -1.032966 -0.221 0.272 -0.122 0.29
H -0.893476 -2.084563 -2.150801 0.194 -0.045 0.364 0.30
H -0.444279 -1.604637 0.865368 -0.105 0.071 -0.224 0.37
H -1.968346 -2.415285 0.426346 0.154 0.162 -0.082 0.28
H -2.125595 2.240955 0.771055 0.363 -0.598 -0.149 0.46

---

107
Properties=species:S:1:pos:R:3:forces:R:3:mulliken_charge:R:1 method="wB97M-V/def2-TZVPD" e_tot_ha=-12525.05324 e_above_lowest_kj_mol=82.4 spin_multiplicity=1 homo_lumo_gap_ev=9.3 e_lumo_ha=-0.021
O 40.704181 -6.124961 7.919186 -1.761 3.818 1.516 -0.63
C 40.120342 -5.108225 8.383609 1.154 -5.294 -0.402 0.60
O 39.876490 -4.013572 7.705559 -0.210 0.523 -0.509 -0.32
C 39.024391 -3.172599 8.509648 0.021 1.878 -1.151 -0.41
C 39.351408 -3.493251 9.909205 -0.124 0.448 1.082 -0.50
C 39.455598 -4.981162 9.761690 1.175 -0.295 1.317 -0.37
H 37.973496 -3.380893 8.308858 0.003 -0.076 -0.305 0.25
H 39.285344 -2.163016 8.192202 -0.329 0.051 0.057 0.32
H 38.643466 -3.149625 10.663417 -0.408 -0.121 -0.317 0.32
H 40.287443 -3.044708 10.242017 0.293 -0.127 -0.339 0.27
H 38.490279 -5.475648 9.870102 0.017 -0.131 -0.526 0.23
H 40.072034 -5.322866 10.593163 0.163 -0.702 -0.426 0.25
O 26.438533 -9.949201 20.958691 -0.783 1.679 -2.213 -0.59
S 26.173812 -9.309529 19.665345 1.253 -1.216 -0.983 1.11
O 25.195686 -8.261351 19.389533 1.427 -1.187 1.104 -0.57
O 27.680688 -8.886725 19.060968 -0.647 -0.428 2.223 -0.30
C 27.676317 -7.772105 18.211942 -1.104 1.165 -0.936 0.00
C 28.982160 -7.278310 17.705105 1.851 0.116 -0.600 -1.33
C 25.943725 -10.609538 18.417305 -1.084 0.396 0.532 -0.91
H 27.245796 -6.896046 18.696982 -0.537 -0.298 0.188 0.26
H 27.050905 -8.096569 17.380272 -0.137 0.661 -0.398 0.28
H 29.746689 -7.051380 18.448143 -0.155 -0.485 0.448 0.35
H 28.889207 -6.299272 17.235060 -0.697 0.043 -0.098 0.37
H 29.454906 -7.878001 16.927293 -0.062 -0.398 0.179 0.31
H 25.037478 -11.144777 18.700717 0.356 -0.511 0.445 0.38
H 26.860267 -11.195740 18.350901 -0.356 -0.019 0.096 0.31
H 25.611972 -10.190547 17.467303 0.681 0.477 -0.018 0.33
O 35.009642 -14.277779 6.119646 2.888 -0.151 0.693 -0.59
S 36.455147 -14.037599 6.327410 -1.201 3.152 -0.840 1.12
O 37.124063 -14.291288 7.596968 -0.945 -0.404 -1.597 -0.60
O 37.311252 -14.639664 5.076580 -0.304 -0.023 1.258 -0.26
C 37.612935 -16.059962 5.140860 -1.921 -0.421 -0.338 -0.29
C 36.283127 -16.888207 5.119300 0.436 0.218 0.000 -1.04
C 36.768667 -12.194766 5.815827 0.860 -1.558 0.219 -0.90
H 38.151168 -16.303689 6.056834 0.252 0.204 -0.153 0.29
H 38.200545 -16.239581 4.240556 0.065 0.014 0.249 0.30
H 35.468642 -16.512192 4.500164 0.524 0.424 -0.458 0.32
H 35.805264 -16.885572 6.098967 0.355 -0.381 0.199 0.31
H 36.506281 -17.891803 4.757218 -0.019 -0.144 0.356 0.37
H 35.977716 -11.495333 6.086545 -0.156 -0.584 0.011 0.33
H 37.017813 -12.201349 4.754707 -0.669 -0.154 -0.071 0.32
H 37.713326 -11.885530 6.263156 -0.161 -0.204 0.495 0.33
O 34.066921 -9.264123 10.374404 2.820 0.746 1.438 -0.59
S 35.286392 -9.031447 11.190698 -0.691 -0.667 0.376 1.07
O 36.647936 -9.118653 10.668025 -2.365 0.404 0.590 -0.57
O 35.141019 -7.553139 11.973855 2.220 -2.457 -1.049 -0.33
C 33.960940 -6.862420 11.846828 -2.021 1.811 -0.666 -0.11
C 33.907942 -5.827181 12.961235 0.076 -1.077 0.955 -1.21
C 35.115203 -10.069310 12.714855 -0.584 0.795 -0.631 -0.84
H 33.107592 -7.539374 11.806717 -0.153 0.000 0.499 0.38
H 33.898278 -6.319825 10.903557 0.314 -0.088 -0.375 0.26
H 33.997520 -6.392111 13.889101 -0.113 0.017 0.279 0.32
H 32.958337 -5.296630 13.030935 0.154 0.125 -0.370 0.33
H 34.777644 -5.170427 12.981499 -0.197 0.197 -0.455 0.30
H 35.967155 -9.962922 13.386398 0.005 0.069 -0.341 0.33
H 34.852621 -11.107049 12.509321 0.410 0.120 -0.451 0.37
H 34.224879 -9.626735 13.161554 0.076 0.012 0.212 0.29
O 35.570219 -16.982266 12.115474 -1.158 -2.813 0.037 -0.55
S 35.686250 -18.411921 11.797273 1.724 -0.267 -0.803 1.10
O 35.822826 -19.507928 12.789674 -0.922 2.581 -1.967 -0.57
O 34.550822 -18.805995 10.621328 0.716 0.877 1.835 -0.30
C 34.654633 -20.082962 9.989109 -0.450 -1.055 -0.809 -0.15
C 33.285752 -20.793884 9.800416 0.283 0.703 0.543 -1.26
C 37.207790 -18.368571 10.778754 -0.122 -0.150 0.199 -0.90
H 35.366834 -20.734720 10.495142 -0.234 0.005 0.453 0.38
H 35.073935 -19.964735 8.989955 0.116 0.482 -0.093 0.28
H 33.462786 -21.779558 9.370044 0.029 -0.070 0.242 0.36
H 32.589432 -20.287348 9.132098 0.391 0.344 -0.196 0.31
H 32.739895 -20.848716 10.742285 0.242 -0.365 0.135 0.33
H 37.749711 -19.313352 10.736353 -0.261 -0.023 0.197 0.32
H 37.811699 -17.598914 11.259413 0.013 -0.199 0.086 0.38
H 37.003208 -18.021108 9.766065 -0.371 -0.019 0.150 0.28
O 35.182096 -11.601387 19.675763 0.388 0.341 -2.116 -0.62
S 35.319770 -11.530650 18.218939 -0.947 -0.474 0.024 1.13
O 34.560152 -10.531944 17.442630 2.004 -2.046 1.435 -0.57
O 36.901754 -11.401831 17.818133 -1.678 -0.018 0.052 -0.27
C 37.890213 -11.994564 18.681657 2.157 0.533 -0.876 -0.24
C 39.204617 -12.138088 17.781437 -1.456 -0.403 0.858 -1.13
C 34.947187 -13.258348 17.561689 -0.550 0.827 0.315 -0.92
H 37.628668 -12.963451 19.107058 -0.399 0.054 -0.227 0.36
H 38.073236 -11.281869 19.485812 -0.029 -0.191 0.103 0.29
H 39.003107 -12.847285 16.978601 -0.122 0.141 -0.133 0.31
H 40.002991 -12.595707 18.365624 0.013 0.249 0.188 0.37
H 39.530898 -11.189844 17.354263 -0.134 -0.036 0.181 0.30
H 34.807721 -13.967303 18.377806 0.586 0.300 0.252 0.33
H 35.677210 -13.606892 16.831159 0.033 0.312 0.169 0.29
H 33.954344 -13.225223 17.113060 0.135 0.413 -0.266 0.36
O 29.843310 -9.087772 12.831801 -2.616 0.728 -1.116 -0.54
S 28.516274 -8.723195 12.314108 1.487 0.643 -0.843 1.02
O 27.314883 -9.022211 13.033429 0.278 -0.282 -0.074 -0.62
O 28.543006 -7.117439 12.053994 0.839 -1.569 0.594 -0.19
C 27.381241 -6.342495 12.173651 -0.816 2.875 0.312 -0.20
C 27.893806 -4.880601 12.273383 1.413 -0.355 -0.667 -1.03
C 28.397462 -9.268851 10.553379 0.330 -0.645 1.438 -0.93
H 26.781860 -6.429560 13.079890 0.144 -1.215 -0.107 0.28
H 26.770129 -6.389661 11.272305 -0.168 -0.563 0.137 0.31
H 27.484464 -4.217010 13.035089 -0.514 -0.255 -0.304 0.32
H 27.960624 -4.431703 11.282373 -0.535 0.349 0.094 0.30
H 28.953189 -4.970162 12.513740 0.098 0.007 0.366 0.24
H 29.209881 -8.805006 9.993976 -0.113 -0.064 0.170 0.32
H 27.421330 -9.154164 10.082074 0.027 0.450 0.429 0.34
H 28.564971 -10.337126 10.690528 0.193 -0.087 -0.399 0.36
C 30.827178 1.084057 9.605107 -0.645 0.204 1.223 -0.33
Br 28.952011 0.969550 8.924633 1.495 -0.279 0.181 -0.01
Br 31.549754 -0.569644 10.418342 -0.582 0.717 -0.754 0.00
Br 30.788708 2.459273 11.031107 0.196 -0.427 -0.646 -0.02
H 31.534241 1.429815 8.851047 -0.465 -0.224 -0.002 0.36

---

| no. | strongest force on any atom (eV/Å) |
| --- | --- |
| 1 | 0.1 |
| 2 | 6.9 |
| 3 | 5.4 |